# 1
{"formula": "C4H10", "method": "ωB97M-V with the def2-TZVPD basis set", "symbols": ["H", "H", "H", "H", "C", "H", "C", "C", "H", "H", "H", "H", "C", "H"], "positions_angstrom": [[-1.1780, -3.3333, 4.5296], [1.9138, 2.3671, -4.3767], [-0.2681, 1.3198, -0.8513], [-2.2595, -1.9308, 4.9696], [1.2878, 1.5781, -3.9609], [1.4853, 2.6414, -2.0372], [0.0393, 1.1239, -1.8707], [-1.4770, -2.6064, 5.2915], [-1.7756, -3.1837, 6.1432], [0.3924, 1.4168, -4.5597], [-0.4240, 0.2083, -2.2176], [-0.5365, -2.1133, 5.5369], [0.9234, 1.8530, -2.5216], [1.8767, 0.6590, -4.0752]], "nbo_charge": [0.21, 0.21, 0.19, 0.22, -0.66, 0.20, -0.40, -0.85, 0.21, 0.22, 0.19, 0.21, -0.17, 0.22], "smiles": "C=CC.C", "spin_multiplicity": 1, "mol_weight_g_mol": 58.12, "total_energy_ha": -158.3578, "e_above_lowest_kj_mol": 118.4, "e_homo_ev": -9.6}

# 2
{"formula": "C8H12ClO8", "method": "ωB97M-V with the def2-TZVPD basis set", "symbols": ["C", "H", "H", "H", "O", "C", "H", "O", "C", "O", "H", "H", "O", "H", "C", "Cl", "H", "H", "C", "H", "O", "O", "O", "H", "H", "C", "C", "O", "C"], "positions_angstrom": [[-0.6734, 2.1077, 1.9591], [1.0502, 0.2168, -3.1451], [2.1650, 0.6188, 2.7000], [-1.2174, 2.4583, 2.8334], [0.4207, 3.0329, 1.7989], [1.3112, -0.3586, -2.2636], [-1.3285, 2.0951, 1.0896], [-3.7342, 1.4660, -0.1052], [1.6323, 2.4546, 1.8791], [-5.1864, -0.3462, -0.4569], [0.1611, -3.3326, -1.4372], [-0.6572, -1.2673, -2.3281], [2.6014, 3.1519, 1.8476], [1.8110, 0.6384, 0.9034], [1.5074, 0.9499, 1.9007], [-3.8090, 0.0290, -0.3051], [1.8736, 0.1799, -1.4958], [-0.2451, 0.1903, 2.9772], [2.0300, -2.5722, -2.1085], [1.1910, -2.5019, -0.2067], [2.2361, -1.3715, -2.7425], [-3.0561, -0.3170, -1.5074], [-3.2456, -0.6488, 0.8447], [-0.3626, 0.1254, 1.2139], [-0.2448, -0.6148, -0.7771], [0.0000, 0.7107, 2.0534], [0.7961, -2.4794, -1.2224], [2.8052, -3.4636, -2.2700], [0.1682, -1.1519, -1.6294]], "nbo_charge": [-0.07, 0.20, 0.24, 0.18, -0.49, -0.07, 0.22, -0.89, 0.79, -0.87, 0.25, 0.24, -0.59, 0.23, -0.53, 2.54, 0.17, 0.22, 0.79, 0.23, -0.51, -0.89, -0.89, 0.23, 0.23, -0.44, -0.53, -0.58, -0.44], "total_charge": -1, "spin_multiplicity": 1, "mol_weight_g_mol": 271.63, "total_energy_ha": -1374.0021, "e_above_lowest_kj_mol": 0.0, "e_homo_ev": -6.4}

# 3
{"formula": "C3H8N2", "method": "ωB97M-V with the def2-TZVPD basis set", "symbols": ["C", "H", "H", "N", "H", "H", "C", "H", "H", "H", "H", "C", "N"], "positions_angstrom": [[-0.2201, -0.9289, 0.1303], [-0.0142, 1.4605, -1.3513], [-2.2853, -0.1458, 0.2477], [-1.6718, -1.0472, 0.0725], [-2.0137, -1.7798, -0.4452], [0.8847, 2.3892, 0.0172], [0.2370, 0.3692, 0.6677], [1.5114, -1.7411, -0.3127], [-0.7256, 0.9501, 1.2285], [1.8900, 0.9635, -1.0189], [1.0983, 0.0752, 1.4639], [0.8555, 1.3647, -0.4958], [0.4540, -1.9296, -0.2039]], "nbo_charge": [0.42, 0.21, 0.39, -0.85, 0.39, 0.22, -0.47, 0.34, 0.21, 0.23, 0.24, -0.63, -0.71], "smiles": "[H]/N=C(/N)CC", "spin_multiplicity": 1, "mol_weight_g_mol": 72.11, "total_energy_ha": -228.5506, "e_above_lowest_kj_mol": 257.4, "e_homo_ev": -9.1}

# 4
{"formula": "C38H37F5N4", "method": "ωB97M-V with the def2-TZVPD basis set", "symbols": ["H", "C", "C", "N", "H", "H", "H", "C", "C", "C", "H", "H", "C", "C", "C", "C", "C", "C", "C", "H", "N", "F", "C", "C", "C", "H", "H", "C", "H", "C", "C", "C", "C", "C", "H", "H", "C", "H", "H", "C", "C", "C", "F", "H", "F", "C", "C", "C", "N", "C", "C", "C", "F", "H", "H", "H", "H", "H", "H", "C", "C", "H", "H", "H", "H", "H", "C", "H", "H", "C", "N", "H", "C", "C", "H", "H", "H", "H", "H", "C", "H", "F", "H", "H"], "positions_angstrom": [[-17.6192, -18.3282, -12.1489], [-23.7890, -9.7081, -14.6651], [-22.5302, -8.9318, -20.5244], [-15.5457, -8.3963, -20.5217], [-18.8618, -6.9539, -18.6422], [-24.9910, -10.8684, -19.2453], [-19.7814, -15.0680, -10.3709], [-19.3102, -11.2629, -10.4210], [-24.9036, -10.0595, -13.9348], [-15.3585, -9.2262, -9.1247], [-21.1287, -9.9731, -17.6126], [-17.1687, -8.9263, -10.2918], [-18.5172, -10.8192, -13.9736], [-22.6509, -11.6425, -13.8936], [-20.0736, -7.4267, -14.1228], [-22.6331, -10.4731, -14.6497], [-18.6970, -10.1498, -15.2407], [-21.8772, -9.8258, -18.3833], [-20.9717, -7.1263, -15.2359], [-12.6130, -10.7951, -10.3201], [-18.8507, -9.5744, -16.2198], [-16.2795, -9.5912, -12.5949], [-16.1346, -9.2470, -10.2828], [-18.1842, -6.6854, -17.8381], [-18.0117, -14.7456, -13.5589], [-20.9769, -11.1836, -11.7575], [-18.6435, -10.0579, -13.2037], [-20.3085, -13.2128, -11.3619], [-17.5249, -11.2541, -13.8743], [-13.5460, -10.2465, -10.3371], [-17.3097, -10.0761, -19.5690], [-19.5757, -14.0138, -10.5036], [-19.0439, -15.6647, -13.6593], [-17.7157, -17.2954, -12.4563], [-13.8965, -10.6122, -12.4353], [-18.2955, -7.3320, -16.9727], [-21.6195, -9.0340, -19.4812], [-25.7296, -9.3625, -13.8819], [-22.2764, -8.3349, -21.3919], [-16.6857, -16.3799, -12.3425], [-16.8603, -15.1269, -12.9008], [-18.8811, -16.9386, -13.1127], [-21.2023, -13.8217, -12.1779], [-18.1692, -10.0393, -20.2417], [-20.4181, -8.4405, -19.6515], [-23.7455, -9.5965, -20.4514], [-16.3061, -9.1500, -20.1079], [-15.5518, -9.6704, -11.4612], [-18.5672, -4.2743, -16.8851], [-23.7527, -12.0338, -13.1567], [-24.0181, -10.4093, -19.3629], [-14.2825, -10.2082, -11.5093], [-23.8228, -8.5629, -15.3794], [-24.4313, -9.5239, -21.2845], [-21.6236, -7.9699, -15.4224], [-21.5327, -6.2227, -15.0082], [-23.3647, -11.0670, -17.4431], [-19.9903, -15.4242, -14.1220], [-15.8020, -8.8082, -8.2310], [-18.4438, -12.0536, -9.6796], [-18.4204, -5.3262, -17.3171], [-21.8015, -10.1544, -15.2661], [-25.7678, -11.4456, -12.6054], [-19.3454, -10.1843, -10.3256], [-15.7439, -16.6404, -11.8788], [-20.3998, -6.9435, -16.1429], [-24.8697, -11.2133, -13.1649], [-16.9216, -11.0871, -19.5235], [-19.7460, -17.5911, -13.1397], [-23.1100, -10.4720, -18.3116], [-19.3979, -7.6669, -13.2237], [-13.4442, -9.7205, -8.2746], [-18.6137, -13.4349, -9.6858], [-14.0842, -9.7791, -9.1466], [-17.6510, -9.7042, -18.6036], [-18.1537, -14.0656, -8.9366], [-21.7806, -12.2678, -14.0614], [-18.1148, -13.7247, -13.9016], [-23.6764, -12.9615, -12.6081], [-20.2752, -11.8346, -11.2541], [-19.2289, -11.6271, -13.8121], [-15.8515, -14.2343, -12.8156], [-17.6814, -11.5841, -9.0705], [-17.1777, -6.6461, -18.2579]], "mulliken_charge": [0.41, 0.44, -0.48, -0.43, 0.07, 0.38, 0.43, -0.25, -0.62, -0.51, 0.41, 0.56, 0.12, -0.59, 0.49, 0.27, -0.05, -0.07, 0.35, 0.36, -0.06, -0.25, -0.35, -0.05, -0.20, 0.51, -0.01, 0.67, 0.40, -0.33, -0.11, -0.55, -0.25, -0.43, 0.41, -0.08, 0.23, 0.42, 0.42, -0.51, 0.41, -0.64, -0.36, 0.15, -0.23, -0.41, 0.27, 0.43, -0.46, -0.67, -0.73, -0.56, -0.35, 0.36, -0.47, 0.40, 0.42, 0.39, 0.38, -0.73, 0.10, 0.06, 0.37, 0.47, 0.46, -0.25, -0.29, 0.36, 0.37, -0.32, -0.53, 0.38, -0.45, -0.52, -0.21, 0.44, 0.46, 0.32, 0.45, -0.55, -0.38, -0.32, 0.41, 0.43], "smiles": "Fc1ccccc1.Fc1ccccc1.Fc1ccccc1.Fc1ccccc1.Fc1ccccc1.CC#N.CC#N.CC#N.CC#N", "spin_multiplicity": 1, "mol_weight_g_mol": 644.73, "total_energy_ha": -2188.5147, "e_above_lowest_kj_mol": 0.0, "e_homo_ev": -9.4}

# 5
{"formula": "C2H2FI3O", "method": "ωB97M-V with the def2-TZVPD basis set", "symbols": ["H", "I", "C", "C", "H", "O", "I", "F", "I"], "positions_angstrom": [[0.0012, 0.8950, -2.8047], [-2.0485, 2.5111, -0.4478], [-1.5943, -0.8693, 0.3728], [-1.2694, 0.7983, -1.3758], [-0.7682, -0.4962, 0.9157], [0.0399, 0.8321, -1.8064], [-1.2993, -2.5658, -0.7450], [-2.0816, 0.3670, -2.4013], [-3.6278, -0.5993, 0.7579]], "nbo_charge": [0.50, 0.12, -0.68, 0.48, 0.20, -0.72, 0.22, -0.38, 0.24], "spin_multiplicity": 1, "mol_weight_g_mol": 441.75, "total_energy_ha": -1145.4689, "e_above_lowest_kj_mol": 305.6, "e_homo_ev": [-8.1, -8.2]}

# 6
{"formula": "C8H6Cl2CoN2O3Ru", "method": "ωB97M-V with the def2-TZVPD basis set", "symbols": ["Cl", "C", "C", "Co", "H", "H", "C", "O", "C", "C", "H", "Ru", "C", "Cl", "H", "H", "H", "N", "C", "O", "O", "C", "N"], "positions_angstrom": [[0.7337, -0.9128, -2.9554], [0.6037, -0.9255, -6.9227], [-0.2468, 3.1691, 0.0929], [0.2360, 0.0908, -5.4942], [-0.9905, 3.1701, -0.7178], [0.3640, 4.8986, 3.0302], [-0.2240, 4.1894, 1.0428], [-0.3795, 1.6620, -8.0033], [1.0147, 2.8842, 2.6113], [0.4313, 4.0951, 2.2859], [1.3821, 2.6672, 3.6047], [0.2776, 0.9407, -1.5422], [-0.1159, 1.0241, -7.0406], [-0.0895, 1.5418, -3.7486], [-0.8031, 5.0800, 0.8337], [2.0764, 0.5088, 2.7068], [1.5598, -0.1070, 1.1219], [0.5829, 2.1003, 0.2598], [1.1156, 1.9022, 1.5466], [0.7091, -1.3574, -7.9856], [-0.6777, -1.1496, 0.4273], [-0.3859, -0.2760, -0.3239], [1.6942, 0.6998, 1.7530]], "nbo_charge": [-0.06, 0.35, 0.14, 1.35, 0.26, 0.32, -0.09, -0.14, -0.06, -0.09, 0.31, 1.17, 0.36, -0.33, 0.30, 0.48, 0.44, -0.59, 0.43, -0.14, -0.24, 0.39, -0.55], "total_charge": 4, "spin_multiplicity": 10, "mol_weight_g_mol": 409.06, "total_energy_ha": -3039.7049, "e_above_lowest_kj_mol": 83.3, "e_homo_ev": [-23.1, -24.8]}